Record 1
{
  "formula": "C32H44N3O3PV",
  "method": "the ωB97M-V functional and the def2-TZVPD basis",
  "e_lumo_ha": [-0.1968, -0.2038],
  "spin_multiplicity": 2,
  "charge": 2,
  "max_force_ev_per_a": 0.6,
  "homo_lumo_gap_ev": [7.144, 6.448],
  "e_homo_ha": [-0.459, -0.441],
  "elements": ["V", "C", "C", "C", "C", "C", "C", "C", "H", "H", "H", "H", "H", "H", "H", "H", "C", "C", "C", "C", "N", "C", "C", "C", "C", "C", "C", "N", "H", "H", "H", "H", "H", "H", "H", "H", "C", "C", "O", "P", "O", "C", "C", "O", "C", "C", "H", "H", "H", "H", "H", "H", "H", "H", "H", "H", "H", "H", "H", "H", "H", "C", "N", "C", "C", "C", "C", "C", "C", "C", "C", "H", "H", "H", "H", "H", "H", "H", "H", "H", "H", "H", "H", "H"],
  "coordinates": [[-0.81, -0.37, -0.15], [1.55, -1.00, 4.18], [1.15, -2.04, 3.16], [2.03, -2.42, 2.16], [1.69, -3.40, 1.25], [0.46, -4.03, 1.33], [-0.44, -3.65, 2.32], [-0.09, -2.66, 3.23], [2.26, -1.41, 4.90], [0.69, -0.63, 4.73], [2.05, -0.15, 3.70], [3.01, -1.95, 2.09], [2.41, -3.70, 0.49], [0.21, -4.84, 0.65], [-1.40, -4.14, 2.41], [-0.78, -2.38, 4.01], [-3.29, -3.76, -1.55], [-4.32, -3.08, -2.19], [-4.20, -1.71, -2.39], [-3.04, -1.08, -1.96], [-2.07, -1.72, -1.29], [-2.20, -3.04, -1.10], [-2.79, 0.36, -2.21], [-3.53, 1.12, -3.11], [-3.21, 2.45, -3.29], [-2.13, 2.97, -2.59], [-1.42, 2.15, -1.75], [-1.73, 0.86, -1.55], [-3.33, -4.82, -1.38], [-5.21, -3.61, -2.52], [-4.99, -1.15, -2.87], [-1.39, -3.52, -0.55], [-4.34, 0.67, -3.66], [-3.78, 3.06, -3.98], [-1.82, 4.00, -2.72], [-0.53, 2.50, -1.24], [2.01, 0.97, -4.80], [1.05, 0.72, -3.67], [1.80, 0.64, -2.43], [1.31, -0.34, -1.26], [1.24, -1.81, -1.85], [2.35, -2.53, -2.48], [1.93, -3.00, -3.84], [2.66, -0.40, -0.41], [3.33, 0.77, 0.10], [4.81, 0.63, -0.15], [1.45, 1.13, -5.73], [2.68, 0.13, -4.95], [2.61, 1.86, -4.62], [0.49, -0.21, -3.80], [0.32, 1.54, -3.57], [2.58, -3.36, -1.81], [3.22, -1.86, -2.50], [1.03, -3.60, -3.78], [2.71, -3.62, -4.27], [1.75, -2.17, -4.53], [3.11, 0.82, 1.17], [2.93, 1.67, -0.39], [5.20, -0.28, 0.31], [5.34, 1.48, 0.28], [5.02, 0.60, -1.21], [-0.39, 4.29, 1.25], [0.39, 3.95, 2.48], [-0.26, 4.51, 3.70], [0.69, 2.44, 2.56], [-0.53, 1.57, 2.68], [-1.20, 1.51, 3.90], [-2.30, 0.68, 4.08], [-2.69, -0.16, 3.06], [-1.95, -0.14, 1.88], [-0.87, 0.69, 1.63], [-0.66, 5.35, 1.31], [-1.28, 3.66, 1.24], [0.24, 4.10, 0.39], [1.30, 4.39, 2.39], [-1.27, 4.12, 3.76], [-0.26, 5.60, 3.60], [0.33, 4.21, 4.57], [1.37, 2.36, 3.41], [1.24, 2.21, 1.65], [-0.86, 2.10, 4.74], [-2.81, 0.66, 5.03], [-3.53, -0.84, 3.19], [-2.29, -0.91, 1.15]],
  "mulliken_charge": [-0.595, -1.490, 0.648, -0.293, -0.320, -0.989, -0.572, -0.461, 0.481, 0.296, 0.120, 0.489, 0.518, 0.659, 0.457, 0.476, -0.850, -0.604, -1.309, 0.795, 0.787, -0.285, 0.820, -1.149, -0.790, -0.866, -0.982, 0.983, 0.490, 0.468, 0.426, 0.482, 0.426, 0.461, 0.523, 0.826, -1.631, 0.270, -0.421, 1.103, -0.036, -0.033, -1.302, -0.270, 0.157, -1.509, 0.425, 0.360, 0.353, 0.288, 0.144, 0.230, 0.257, 0.276, 0.432, 0.251, 0.093, 0.340, 0.292, 0.427, 0.345, -0.825, 0.022, -0.916, -1.066, 0.698, -0.436, -1.000, -1.286, -0.274, 0.666, 0.422, 0.372, 0.299, 0.348, 0.465, 0.364, 0.358, 0.561, -0.195, 0.570, 0.410, 0.537, 0.991]
}


Record 2
{
  "formula": "C17H24N4O6S2",
  "method": "the ωB97M-V functional and the def2-TZVPD basis",
  "e_lumo_ha": 0.0039,
  "spin_multiplicity": 1,
  "max_force_ev_per_a": 1.7,
  "homo_lumo_gap_ev": 8.765,
  "e_homo_ha": -0.318,
  "smiles": "COCCN(CCOC)S(=O)(=O)c1ccc(C(=O)Nc2nnc(CSC)o2)cc1",
  "elements": ["C", "O", "C", "C", "N", "C", "C", "O", "C", "S", "O", "O", "C", "C", "C", "C", "C", "O", "N", "C", "N", "N", "C", "C", "S", "C", "O", "C", "C", "H", "H", "H", "H", "H", "H", "H", "H", "H", "H", "H", "H", "H", "H", "H", "H", "H", "H", "H", "H", "H", "H", "H", "H"],
  "coordinates": [[-3.22, 0.18, -2.60], [-3.00, 0.50, -1.24], [-3.10, 1.88, -0.97], [-2.72, 2.12, 0.49], [-1.28, 2.05, 0.66], [-0.65, 3.13, 1.39], [-1.08, 3.21, 2.87], [-0.11, 3.82, 3.68], [0.89, 2.93, 4.14], [-0.73, 0.52, 1.09], [-1.65, -0.15, 1.96], [0.63, 0.67, 1.56], [-0.57, -0.37, -0.44], [-0.99, -1.68, -0.52], [-0.59, -2.46, -1.59], [0.23, -1.91, -2.57], [0.87, -2.79, -3.59], [0.33, -3.27, -4.55], [2.21, -3.01, -3.33], [2.96, -2.58, -2.27], [4.25, -2.56, -2.23], [4.60, -2.07, -1.02], [3.51, -1.82, -0.38], [3.37, -1.28, 0.98], [3.00, -2.63, 2.16], [1.21, -2.76, 1.93], [2.41, -2.13, -1.12], [0.57, -0.56, -2.52], [0.18, 0.21, -1.45], [-2.49, 0.67, -3.25], [-4.23, 0.48, -2.91], [-3.12, -0.90, -2.68], [-4.13, 2.22, -1.14], [-2.43, 2.45, -1.63], [-3.07, 3.10, 0.80], [-3.20, 1.35, 1.11], [-0.85, 4.07, 0.87], [0.42, 2.94, 1.36], [-1.30, 2.19, 3.22], [-1.99, 3.82, 2.98], [1.64, 3.55, 4.63], [1.35, 2.37, 3.32], [0.47, 2.22, 4.86], [-1.59, -2.08, 0.28], [-0.88, -3.50, -1.66], [2.74, -3.52, -4.03], [4.32, -0.85, 1.29], [2.56, -0.55, 1.06], [0.99, -3.08, 0.91], [0.86, -3.50, 2.64], [0.75, -1.80, 2.13], [1.19, -0.13, -3.31], [0.47, 1.25, -1.36]],
  "mulliken_charge": [-0.875, -0.234, -0.614, -1.020, 0.548, -1.103, -0.235, -0.458, -0.482, 1.237, -0.770, -0.656, 0.754, -0.804, -0.679, 0.460, -0.327, -0.611, -0.007, 0.417, -0.566, -0.428, 0.374, 0.064, -0.160, -0.199, 0.140, -0.629, -0.861, 0.358, 0.367, 0.211, 0.481, 0.309, 0.519, 0.401, 0.462, 0.408, 0.353, 0.349, 0.300, 0.124, 0.263, 0.583, 0.460, 0.298, 0.409, -0.361, 0.011, 0.431, -0.049, 0.477, 0.562]
}


Record 3
{
  "formula": "C35H50N16O5",
  "method": "the ωB97M-V functional and the def2-TZVPD basis",
  "e_lumo_ha": 0.0119,
  "spin_multiplicity": 1,
  "max_force_ev_per_a": 4.3,
  "homo_lumo_gap_ev": 9.545,
  "e_homo_ha": -0.339,
  "smiles": "c1ccncc1.c1ccncc1.c1ccncc1.c1ccncc1.c1ccncc1.c1ccncc1.NC(N)=O.NC(N)=O.NC(N)=O.NC(N)=O.NC(N)=O",
  "elements": ["C", "C", "C", "N", "C", "C", "H", "H", "H", "H", "H", "C", "C", "C", "N", "C", "C", "H", "H", "H", "H", "H", "C", "C", "C", "N", "C", "C", "H", "H", "H", "H", "H", "C", "C", "C", "N", "C", "C", "H", "H", "H", "H", "H", "C", "C", "C", "N", "C", "C", "H", "H", "H", "H", "H", "C", "C", "C", "N", "C", "C", "H", "H", "H", "H", "H", "N", "C", "N", "O", "H", "H", "H", "H", "N", "C", "N", "O", "H", "H", "H", "H", "N", "C", "N", "O", "H", "H", "H", "H", "N", "C", "N", "O", "H", "H", "H", "H", "N", "C", "N", "O", "H", "H", "H", "H"],
  "coordinates": [[-2.95, -22.67, -10.17], [-4.25, -22.60, -9.72], [-5.18, -21.82, -10.43], [-4.88, -21.30, -11.62], [-3.66, -21.45, -12.09], [-2.65, -22.02, -11.37], [-2.23, -23.14, -9.52], [-4.67, -23.13, -8.84], [-6.17, -21.61, -10.06], [-3.45, -21.06, -13.08], [-1.66, -22.10, -11.78], [-5.63, -18.36, -8.88], [-5.36, -17.31, -9.74], [-6.38, -16.42, -10.02], [-7.56, -16.35, -9.37], [-7.74, -17.34, -8.45], [-6.86, -18.38, -8.19], [-4.87, -19.10, -8.66], [-4.49, -17.17, -10.36], [-6.10, -15.67, -10.71], [-8.74, -17.34, -7.98], [-7.15, -19.20, -7.52], [-7.86, -14.40, -17.46], [-6.82, -13.73, -18.08], [-6.36, -14.24, -19.34], [-6.87, -15.31, -19.93], [-7.85, -16.02, -19.24], [-8.37, -15.56, -18.07], [-8.19, -13.99, -16.55], [-6.36, -12.82, -17.68], [-5.49, -13.85, -19.91], [-8.25, -16.95, -19.72], [-9.19, -16.08, -17.60], [-12.98, -19.36, -11.21], [-12.46, -19.03, -9.97], [-11.81, -17.83, -9.82], [-11.72, -16.92, -10.78], [-12.11, -17.28, -11.99], [-12.79, -18.48, -12.26], [-13.52, -20.33, -11.30], [-12.50, -19.69, -9.16], [-11.63, -17.50, -8.80], [-12.04, -16.63, -12.87], [-13.22, -18.56, -13.25], [-13.21, -18.99, -16.77], [-14.32, -18.10, -16.59], [-14.17, -16.74, -16.85], [-13.02, -16.18, -17.28], [-11.98, -17.04, -17.40], [-12.02, -18.43, -17.23], [-13.32, -20.04, -16.58], [-15.38, -18.45, -16.26], [-14.99, -16.15, -16.58], [-11.07, -16.60, -17.82], [-11.08, -18.98, -17.28], [-9.04, -16.53, -14.24], [-7.81, -16.12, -14.70], [-7.07, -17.05, -15.44], [-7.40, -18.34, -15.60], [-8.56, -18.75, -15.10], [-9.42, -17.86, -14.47], [-9.69, -15.81, -13.76], [-7.38, -15.20, -14.29], [-6.12, -16.76, -15.95], [-8.92, -19.76, -15.10], [-10.40, -18.31, -14.19], [-7.91, -21.48, -12.52], [-8.29, -20.53, -11.64], [-7.40, -19.57, -11.31], [-9.41, -20.56, -11.07], [-6.93, -21.59, -12.62], [-8.58, -22.24, -12.57], [-6.47, -19.58, -11.71], [-7.67, -19.02, -10.50], [-8.52, -13.70, -12.17], [-7.57, -13.13, -12.86], [-7.76, -11.98, -13.54], [-6.46, -13.65, -12.85], [-8.41, -14.30, -11.32], [-9.34, -13.14, -12.13], [-8.68, -11.68, -13.79], [-7.07, -11.92, -14.26], [-10.98, -14.12, -15.90], [-11.25, -12.89, -15.36], [-12.59, -12.59, -15.50], [-10.46, -12.25, -14.75], [-11.61, -14.68, -16.46], [-10.20, -14.57, -15.48], [-13.31, -13.19, -15.86], [-12.71, -11.62, -15.48], [-4.98, -19.58, -14.91], [-4.77, -20.79, -15.59], [-5.79, -21.03, -16.40], [-3.77, -21.48, -15.55], [-4.12, -19.14, -14.64], [-5.67, -18.96, -15.22], [-6.53, -20.39, -16.78], [-5.69, -21.91, -16.87], [-11.40, -22.12, -13.11], [-11.10, -21.69, -14.37], [-11.00, -22.64, -15.34], [-10.93, -20.55, -14.61], [-11.00, -23.04, -12.90], [-11.32, -21.44, -12.41], [-11.47, -23.50, -15.37], [-10.84, -22.25, -16.27]],
  "mulliken_charge": [-0.296, -0.704, 0.049, -0.030, -0.108, -0.761, 0.415, 0.322, 0.326, 0.204, 0.418, -0.067, -0.772, 0.167, -0.470, -0.254, -0.567, 0.429, 0.419, 0.468, 0.280, 0.329, -0.229, -0.732, -0.246, -0.595, -0.308, 0.369, 0.661, 0.370, 0.345, 0.337, -0.008, -0.398, -0.255, -0.437, -0.594, -0.254, -0.157, 0.344, 0.449, 0.436, 0.439, 0.425, -0.213, -0.354, -0.407, -0.623, -0.374, -0.196, 0.382, 0.283, 0.394, 0.752, 0.300, 0.417, -0.071, -1.020, -0.001, -0.883, -0.093, 1.142, 0.027, 0.295, 0.312, -0.108, -0.077, 0.102, 0.396, -0.794, 0.185, 0.241, 0.108, -0.031, -0.213, 0.623, -0.536, -0.671, 0.139, 0.227, 0.286, 0.235, 0.016, 0.424, -0.379, -0.613, 0.238, -0.104, 0.150, 0.239, -0.231, 0.393, -0.308, -0.681, 0.270, 0.291, 0.206, 0.197, -0.390, 0.419, -0.482, -0.357, 0.250, 0.076, 0.182, 0.257]
}


Record 4
{
  "formula": "C4H5NO2S",
  "method": "the ωB97M-V functional and the def2-TZVPD basis",
  "e_lumo_ha": [-0.0781, -0.0776],
  "spin_multiplicity": 1,
  "max_force_ev_per_a": 5.2,
  "homo_lumo_gap_ev": [6.303, 6.327],
  "e_homo_ha": [-0.310, -0.310],
  "elements": ["C", "C", "C", "C", "N", "O", "O", "S", "H", "H", "H", "H", "H"],
  "coordinates": [[-1.65, 2.53, 0.85], [-1.49, 1.32, 0.40], [-1.22, 0.23, -0.23], [-1.59, -0.87, -1.00], [2.32, 0.65, 1.06], [1.05, -1.62, 0.97], [2.01, -0.60, -1.11], [1.35, -0.44, 0.19], [-1.00, -1.26, -1.76], [-2.62, -0.43, -1.42], [-1.79, -1.82, -0.28], [2.62, 1.25, 0.38], [2.00, 1.07, 1.96]],
  "mulliken_charge": [-0.619, 0.094, 0.614, -0.889, -0.518, -0.550, -0.588, 0.930, 0.371, 0.318, 0.294, 0.259, 0.286]
}


no.,electronic energy (eV)
1,-79474.72438
2,-57932.20061
3,-71188.09478
4,-20641.12517